w.
An isolated ion of composition C4H8N3 and charge +1, computed with ωB97M-V with the def2-TZVPD basis set.

For the gap between HOMO and LUMO, the calculation gives 9.2 eV. For the HOMO energy, the calculation gives -14.018 eV. The total charge is +1. The SMILES is C=[N+]=C(C)/N=N/C.

Element x y z (Å)
C 2.641 1.337 -0.438
N 1.652 0.664 -0.008
C 0.697 -0.169 -0.427
C 1.091 -1.709 -0.576
N -0.516 0.173 -0.141
N -1.519 0.572 -0.592
C -2.629 0.671 0.239
H 2.888 1.593 -1.460
H 3.386 1.937 0.232
H 2.058 -1.879 -1.086
H 0.267 -2.035 -1.266
H 1.178 -2.223 0.310
H -3.378 1.386 -0.117
H -2.508 0.897 1.249
H -3.076 -0.246 0.133

Atomic charges from the Mulliken analysis, expressed in e, are listed below: -0.10, -0.21, 0.29, -0.88, 0.37, -0.33, -0.68, 0.27, 0.25, 0.34, 0.31, 0.34, 0.31, 0.37, 0.35

***

x.
An isolated ion of composition C4H8N3 and charge +1, computed with ωB97M-V with the def2-TZVPD basis set.

For the gap between HOMO and LUMO, the calculation gives 11.4 eV. For the HOMO energy, the calculation gives -15.799 eV. The total charge is +1. The SMILES is CC[n+]1ccn[nH]1.

Element x y z (Å)
C 1.946 -0.248 0.531
C 1.056 -0.020 -0.659
N -0.332 0.031 -0.249
C -1.038 1.114 0.084
C -2.357 0.582 0.318
N -2.313 -0.733 0.068
N -1.114 -1.053 -0.292
H 2.062 0.694 1.137
H 2.945 -0.487 0.195
H 1.503 -1.071 1.249
H 0.957 -0.834 -1.509
H 1.262 0.948 -1.139
H -0.585 2.112 0.210
H -3.363 0.917 0.470
H -0.629 -1.952 -0.415

Atomic charges from the Mulliken analysis, expressed in e, are listed below: -0.90, -0.58, 0.41, 0.11, -0.48, -0.53, 0.16, 0.31, 0.33, 0.31, 0.35, 0.36, 0.40, 0.44, 0.29

***

y.
An isolated ion of composition C4H8N3 and charge +1, computed with ωB97M-V with the def2-TZVPD basis set.

For the gap between HOMO and LUMO, the calculation gives 6.9 eV. For the HOMO energy, the calculation gives -11.587 eV. The total charge is +1.

Element x y z (Å)
C 1.574 0.494 0.255
C -1.519 -0.042 0.097
C -0.833 1.239 0.087
C 0.495 -1.543 -0.409
N -2.512 -0.690 0.034
N 0.570 1.307 -0.357
N 1.395 -0.857 0.311
H 2.358 1.101 0.745
H -1.400 1.773 -0.777
H -0.973 1.840 1.090
H 0.408 -2.461 0.131
H 0.249 -1.429 -1.458
H -2.555 -1.630 -0.179
H 0.851 2.278 -0.651
H 1.891 -1.380 1.080

Atomic charges from the Mulliken analysis, expressed in e, are listed below: -0.17, 0.33, -0.35, -0.86, -0.33, -0.27, -0.09, 0.36, 0.31, 0.31, 0.36, 0.45, 0.33, 0.31, 0.31

***

z.
A 2-piece molecular cluster, C4H8N3 overall, computed with ωB97M-V with the def2-TZVPD basis set.

For the gap between HOMO and LUMO (alpha / beta), the calculation gives 7.9 / 10.0 eV. For the HOMO energy (alpha / beta), the calculation gives -13.913 / -15.218 eV. The total charge is +1.

Element x y z (Å)
C -3.699 0.083 -0.012
C 1.856 0.562 0.111
C 0.399 0.735 -0.039
C 1.566 -1.030 -0.013
N -0.881 -1.342 0.139
N -2.502 0.288 -0.045
N 0.105 -0.646 -0.014
H -4.314 -0.747 0.194
H -4.296 1.004 -0.120
H 2.556 1.105 -0.662
H 2.184 0.711 1.104
H -0.096 1.408 0.729
H -0.095 1.265 -0.924
H 1.760 -1.375 -1.054
H 1.771 -1.501 0.925

Atomic charges from the Mulliken analysis, expressed in e, are listed below: -0.19, -0.39, -0.30, -0.44, -0.51, -0.26, 0.72, 0.31, 0.26, 0.28, 0.25, 0.31, 0.32, 0.31, 0.33

***

Stability comparison, relative energies in eV: w 2.282; x 0.000; y 2.638; z 4.584

***

w.
An isolated ion of composition C4H8N3 and charge +1, computed with ωB97M-V with the def2-TZVPD basis set.

For the gap between HOMO and LUMO, the calculation gives 8.8 eV. For the HOMO energy, the calculation gives -12.350 eV. The total charge is +1.

Element x y z (Å)
C -0.783 0.740 0.080
C 0.649 1.026 0.522
C -0.797 -0.738 0.093
C 1.491 -0.125 0.352
N 2.416 -0.913 0.767
N -1.732 -1.569 0.374
N 2.426 -0.522 -0.723
H -1.681 1.162 0.620
H -0.895 1.002 -0.910
H 1.117 1.852 0.017
H 0.552 1.378 1.551
H -1.685 -2.585 0.113
H -2.665 -1.340 0.664
H 2.258 -1.399 -1.319
H 3.139 0.143 -1.039

Atomic charges from the Mulliken analysis, expressed in e, are listed below: -0.50, -0.51, -0.21, 0.53, -0.36, -0.23, -0.19, 0.36, 0.26, 0.41, 0.30, 0.28, 0.24, 0.34, 0.28

***

x.
C4H8N3 as an isolated structure, computed with ωB97M-V with the def2-TZVPD basis set.

For the gap between HOMO and LUMO (alpha / beta), the calculation gives 7.5 / 7.5 eV. For the HOMO energy (alpha / beta), the calculation gives -13.783 / -13.787 eV. The total charge is +1.

Element x y z (Å)
C 1.691 -1.204 0.002
C 2.139 0.326 -0.293
C 0.479 -0.473 0.575
C 1.064 0.871 0.535
N -0.484 0.138 -0.054
N -2.942 -0.034 -0.070
N -0.153 1.472 0.089
H 1.439 -1.903 -0.821
H 2.290 -1.747 0.779
H 3.151 0.541 0.146
H 1.857 0.512 -1.372
H -3.374 0.636 0.591
H -2.804 -1.020 0.335
H -3.485 -0.160 -0.918
H -0.868 2.045 0.477

Atomic charges from the Mulliken analysis, expressed in e, are listed below: -0.58, -0.41, 0.33, 0.26, 0.02, -0.70, -0.23, 0.31, 0.30, 0.33, 0.28, 0.27, 0.29, 0.24, 0.29

***

y.
An isolated ion of composition C4H8N3 and charge +1, computed with ωB97M-V with the def2-TZVPD basis set.

For the gap between HOMO and LUMO, the calculation gives 8.0 eV. For the HOMO energy, the calculation gives -13.120 eV. The total charge is +1.

Element x y z (Å)
C 0.629 -0.559 -1.091
C -0.716 -0.341 -0.952
C 0.815 0.330 0.971
C -2.332 0.620 0.726
N 1.426 -0.194 0.008
N -1.132 0.079 0.209
N 2.765 -0.258 -0.272
H 1.103 -1.035 -1.902
H -1.411 -0.502 -1.793
H 0.889 0.856 1.822
H -2.295 1.629 0.824
H -3.071 0.515 0.017
H -2.836 0.226 1.640
H 3.376 -0.238 0.569
H 2.789 -1.128 -0.777

Atomic charges from the Mulliken analysis, expressed in e, are listed below: -0.84, 0.27, 0.11, -0.88, 0.49, -0.21, -0.80, 0.33, 0.39, 0.46, 0.41, 0.38, 0.31, 0.30, 0.29

***

Stability comparison, relative energies in eV: w 0.000; x 2.508; y 0.421